1.
{"formula": "C11H19AuB2F4N4O5", "method": "the ωB97M-V functional and the def2-TZVPD basis", "e_homo_ev": -16.42, "mol_weight_g_mol": 581.88, "total_charge": 2, "orbital_gap_ev": 8.5933, "symbols": ["Au", "C", "C", "N", "O", "B", "F", "F", "O", "N", "C", "C", "C", "N", "O", "B", "F", "F", "O", "N", "C", "C", "C", "H", "H", "H", "H", "H", "H", "H", "H", "H", "H", "H", "H", "C", "C", "C", "O", "H", "H", "H", "H", "H", "H", "H"], "coordinates": [[0.1401, -0.3229, -1.1361], [-1.3541, -4.2873, -1.2349], [-1.1123, -2.8263, -1.2002], [0.0423, -2.2982, -0.9760], [1.1594, -2.9760, -0.7962], [2.2280, -2.2092, 0.0229], [3.1842, -3.0731, 0.3374], [1.5540, -1.5548, 1.0501], [2.8808, -1.1008, -0.8507], [2.1057, -0.0524, -1.0431], [2.5300, 1.1314, -1.3301], [3.9665, 1.4814, -1.4236], [1.4272, 2.1273, -1.5599], [0.2447, 1.6363, -1.4048], [-0.8656, 2.3356, -1.6074], [-2.1245, 1.7695, -0.9594], [-1.7918, 1.4775, 0.4113], [-3.0925, 2.6636, -1.1114], [-2.5848, 0.4613, -1.5785], [-1.8092, -0.5937, -1.3496], [-2.2069, -1.8173, -1.4266], [-3.6039, -2.2120, -1.7160], [1.6472, 3.5461, -1.9266], [-0.4488, -4.8298, -0.9795], [-1.6776, -4.5829, -2.2359], [-2.1522, -4.5536, -0.5403], [4.5807, 0.6600, -1.0660], [4.1759, 2.3823, -0.8460], [4.2272, 1.6864, -2.4655], [-4.2509, -1.3408, -1.7541], [-3.9618, -2.9090, -0.9570], [-3.6435, -2.7291, -2.6782], [2.6853, 3.7378, -2.1794], [1.3547, 4.1913, -1.0942], [1.0056, 3.8092, -2.7689], [0.7655, 0.4931, 4.4176], [-0.2784, 0.9860, 3.5131], [-1.5808, 1.4645, 4.0020], [0.0009, 0.9898, 2.2734], [1.2475, 1.3790, 4.8529], [1.5120, -0.0923, 3.8870], [0.3287, -0.0538, 5.2524], [-0.7331, 1.3161, 1.6903], [-2.1100, 0.6045, 4.4267], [-2.1858, 1.9292, 3.2260], [-1.4257, 2.1562, 4.8334]], "nbo_charge": [1.314, -0.694, 0.282, -0.128, -0.456, 1.258, -0.472, -0.546, -0.455, -0.128, 0.278, -0.695, 0.288, -0.154, -0.470, 1.268, -0.577, -0.469, -0.471, -0.148, 0.292, -0.694, -0.693, 0.284, 0.275, 0.267, 0.283, 0.264, 0.278, 0.281, 0.269, 0.279, 0.260, 0.279, 0.286, -0.737, 0.743, -0.752, -0.556, 0.303, 0.279, 0.283, 0.544, 0.300, 0.263, 0.298]}

***

2.
{"formula": "C5H6NO2P", "method": "the ωB97M-V functional and the def2-TZVPD basis", "e_homo_ev": [-8.62, -8.46], "mol_weight_g_mol": 143.08, "orbital_gap_ev": [6.6945, 6.8858], "symbols": ["C", "C", "C", "C", "C", "N", "O", "O", "P", "H", "H", "H", "H", "H", "H"], "coordinates": [[0.4481, 1.3873, 0.0270], [1.5932, 1.9782, 0.0752], [0.2813, -0.0712, 0.1165], [3.0848, -0.5164, 0.6250], [-1.1364, -0.7247, -0.2127], [4.1441, -0.1216, -0.0854], [4.7864, 0.7362, 0.4960], [4.4622, -0.5829, -1.1661], [1.6415, -1.1529, 0.1739], [-0.3961, 1.9637, -0.2567], [2.5103, 2.2166, 0.5770], [-1.0604, -0.7655, -1.3614], [-1.9135, -0.1697, 0.0835], [-1.2892, -1.7681, 0.0528], [0.8431, -2.0216, 0.8155]], "nbo_charge": [-0.414, 0.031, -0.244, -0.397, -0.640, 0.425, -0.433, -0.425, 0.943, 0.241, 0.235, 0.237, 0.218, 0.231, -0.008]}

***

3.
{"formula": "C5H10N3S", "method": "the ωB97M-V functional and the def2-TZVPD basis", "e_homo_ev": [-9.38, -13.50], "s_squared": 2.011, "spin_multiplicity": 3, "mol_weight_g_mol": 144.22, "total_charge": 1, "orbital_gap_ev": [6.5330, 6.5884], "symbols": ["C", "C", "C", "C", "C", "N", "N", "N", "S", "H", "H", "H", "H", "H", "H", "H", "H", "H", "H"], "coordinates": [[-0.7864, -2.0430, -0.6113], [-0.6524, -2.2644, 0.6669], [0.4417, 0.1200, -0.8488], [-1.0698, 1.2693, 0.9826], [0.2857, 0.4667, 0.6917], [-0.2430, -0.9054, -1.3423], [1.1926, 0.8425, -1.6414], [1.3719, 1.2579, 1.0754], [0.3337, -1.2166, 1.6602], [-1.2788, -2.6306, -1.2704], [-1.2273, -3.0132, 1.2007], [-0.9970, 1.9357, 1.7620], [-1.3763, 1.5170, -0.0183], [-1.9563, 0.5372, 1.1882], [1.1322, 0.4637, -2.6077], [1.5473, 1.7186, -1.4414], [2.1917, 0.7731, 1.3716], [1.2400, 2.2218, 1.5513], [-0.1495, -1.0504, -2.3693]], "lowdin_spin": [0.331, 0.286, 0.301, 0.035, 0.103, 0.093, 0.197, 0.004, 0.587, 0.016, 0.013, 0.001, 0.006, 0.005, 0.006, 0.009, 0.004, 0.000, 0.003]}

***

One value per record, in order, for ΔE to the lowest compared entry with this formula, charge and spin: 3.0; 177.4; 0.0 kcal per mole.